This record from OMol25 describes 3 unconnected molecules or ions with the total composition C2H10N2O2 in a non-equilibrium geometry. The level of theory is wB97M-V/def2-TZVPD.

Each line ends with the Löwdin charge.
Geometry (Å):
C  -1.2991  1.0870  -1.0068  -0.15
N  -0.4345  -0.0755  -1.0783  -0.06
C  -0.8594  -1.1190  -0.4718  -0.29
N  -1.9896  -1.2303  0.2889  0.09
H  -1.9096  1.1782  -1.9108  0.08
H  -1.9304  1.2977  -0.1361  0.07
H  -0.6734  1.9881  -1.0367  0.07
H  -0.2513  -2.0176  -0.4278  0.12
H  -2.1686  -2.0085  0.8941  0.09
H  -2.7914  -0.6618  0.0869  0.08
O  2.3753  0.2667  -0.4737  -0.07
H  2.7603  -0.6034  -0.5695  0.04
H  1.4237  0.2503  -0.6465  -0.02
O  2.8449  0.4265  2.4599  -0.07
H  2.4423  -0.0715  1.7446  -0.01
H  2.4609  1.2931  2.2839  0.03

Cartesian forces, eV/Å:
C 0.4422 1.5251 -0.6706
N -0.8301 -0.5561 0.5579
C 0.2641 0.1576 0.6663
N -0.5118 0.1723 -0.2260
H -0.1358 -0.2271 0.0921
H -0.0145 -0.8150 0.1783
H 0.1366 -0.2133 -0.1523
H 0.2667 0.0753 -0.1819
H 0.2226 -0.2696 -0.2485
H 0.0623 0.2046 0.1058
O 0.4858 0.6767 0.5337
H -0.2831 -0.2249 -0.2511
H -0.2018 -0.5993 -0.4568
O -0.3281 0.2043 0.2159
H 0.1684 -0.2163 -0.3344
H 0.2564 0.1057 0.1716

Calculated values
gap between HOMO and LUMO = 10.304 eV
ΔE to the lowest compared entry with this formula, charge and spin = 55.4 kJ/mol
charge = 0
2S+1 = 1
highest occupied orbital energy = -9.7 eV
electronic energy = -342.17275 Ha

***

This record from OMol25 describes 3 unconnected molecules or ions with the total composition C2H10N2O2 in a non-equilibrium geometry. The level of theory is wB97M-V/def2-TZVPD.

Each line ends with the Löwdin charge.
Geometry (Å):
H  2.3417  2.3891  2.3162  0.02
N  2.1513  1.4113  2.4806  0.05
C  1.1155  0.9262  1.9359  -0.36
N  0.7863  -0.3851  2.1285  -0.08
C  -0.5705  -0.8675  1.9375  -0.10
H  0.5616  1.4745  1.1632  0.12
H  1.5333  -0.9536  2.5072  0.13
H  -0.5814  -1.7784  1.3620  0.06
H  -1.0780  -0.9351  2.9048  0.08
H  -1.1091  -0.1095  1.3803  0.07
O  1.4892  2.3063  -6.4356  -0.07
H  0.5862  2.0498  -6.6772  0.04
H  1.8114  1.4481  -6.1258  0.03
O  -3.1599  -1.9546  -0.2325  -0.07
H  -3.0336  -2.6746  0.4113  0.04
H  -2.8441  -2.3469  -1.0563  0.04

Cartesian forces, eV/Å:
H -0.2012 -0.0067 -0.5436
N 0.3502 -0.1636 0.8503
C 0.8062 0.1894 -0.4183
N -0.0806 0.1822 -0.6267
C 0.5661 0.7213 0.4262
H -0.5834 -0.1561 0.4264
H -0.4647 0.0873 0.2392
H -0.1796 -0.4248 0.0329
H -0.0986 -0.4624 -0.1454
H -0.1103 0.0377 -0.2465
O -0.4841 -0.8023 0.0285
H 0.1109 0.4947 -0.0805
H 0.3735 0.3087 0.0517
O 0.2325 -0.6544 0.2437
H -0.1554 0.4782 -0.2702
H -0.0815 0.1708 0.0325

Calculated values
gap between HOMO and LUMO = 9.306 eV
ΔE to the lowest compared entry with this formula, charge and spin = 88.8 kJ/mol
charge = 0
2S+1 = 1
highest occupied orbital energy = -8.7 eV
electronic energy = -342.16004 Ha

***

This record from OMol25 describes 3 unconnected molecules or ions with the total composition C2H10N2O3 in a non-equilibrium geometry. The level of theory is wB97M-V/def2-TZVPD.

Each line ends with the Löwdin charge.
Geometry (Å):
C  1.6460  0.8406  0.3514  -0.06
N  1.0675  -0.3424  1.0434  0.02
C  -0.3184  -0.2401  1.3202  -0.58
N  -0.9621  -1.1102  2.2546  0.16
O  -1.0929  0.5506  0.8095  0.00
H  2.3903  1.2652  1.1006  0.09
H  2.1735  0.5323  -0.4950  0.04
H  0.8792  1.6755  -0.0124  0.14
H  1.2410  -1.2858  1.2069  0.10
H  -0.3825  -1.4937  2.9146  0.05
H  -1.9435  -0.9873  2.3547  0.09
O  -0.4091  -1.0488  -1.4180  -0.06
H  -1.0504  -1.3843  -1.9804  0.01
H  -0.9566  -0.5436  -0.7447  0.04
O  -0.8953  0.9962  -3.1459  -0.09
H  -0.2517  0.6501  -2.4872  0.01
H  -1.1349  1.9258  -3.0724  0.03

Cartesian forces, eV/Å:
C -0.0701 1.0334 1.7339
N -5.0755 2.6435 0.9957
C -1.1709 -0.3388 1.2404
N 2.0276 1.2381 -3.1179
O 0.3892 0.8550 -0.9571
H -0.9421 -0.0384 -1.1738
H 0.8660 -0.5098 -1.4037
H 1.2770 -2.3195 1.3029
H 2.1523 -1.4565 -0.5416
H 0.8919 -1.2664 2.0895
H -0.2559 0.1477 0.2142
O 0.9436 1.5002 2.7271
H -1.8145 -1.0742 -1.9699
H 0.9220 -0.4955 -0.9809
O 0.1064 -0.4651 -0.3602
H -0.7947 0.8039 -0.3319
H 0.5477 -0.2574 0.5332

Calculated values
gap between HOMO and LUMO = 10.670 eV
ΔE to the lowest compared entry with this formula, charge and spin = 152.3 kJ/mol
charge = 0
2S+1 = 1
highest occupied orbital energy = -9.9 eV
electronic energy = -417.41553 Ha

***

This record from OMol25 describes 3 unconnected molecules or ions with the total composition C2H10N2O3 in a non-equilibrium geometry. The level of theory is wB97M-V/def2-TZVPD.

Each line ends with the Löwdin charge.
Geometry (Å):
N  1.0097  -0.2957  -1.6179  0.01
C  -0.0271  -1.2567  -1.3027  -0.21
C  -0.8676  -0.6861  -0.1424  -0.54
N  -0.1286  -0.3605  0.8902  0.18
O  -2.0841  -0.3660  -0.2460  -0.03
H  1.8421  -0.8636  -1.7801  0.07
H  0.9012  -0.0081  -2.6181  0.10
H  -0.7603  -1.6258  -2.0299  0.12
H  0.3397  -2.1289  -0.7683  0.11
H  0.8716  -0.2337  0.7210  0.09
H  -0.6095  0.0914  1.6450  0.12
O  2.7902  -0.1566  2.2712  -0.02
H  2.4042  0.5879  2.5555  -0.04
H  3.5449  -0.2694  2.9070  0.08
O  -1.3826  2.5414  -0.2954  -0.15
H  -1.6741  1.5549  -0.5546  0.06
H  -2.2474  2.9944  -0.1514  0.04

Cartesian forces, eV/Å:
N 0.9203 -0.7008 -2.5927
C -2.0777 -0.6606 1.9240
C -2.3774 1.7590 -2.2786
N 0.9831 -0.0490 1.0871
O 1.8721 -1.1747 0.2429
H 0.2830 0.2065 0.5732
H -0.4615 0.3287 1.2274
H 0.5411 0.4701 -0.4102
H 0.7578 -0.4291 -0.5432
H -0.5372 -0.1291 0.5036
H 0.2193 0.3556 0.1825
O 3.4311 -4.3636 -0.5020
H -2.4162 4.4648 1.5431
H -1.0364 -0.0473 -1.0607
O -1.8242 -2.4516 -0.6869
H 0.7212 3.0112 0.9770
H 1.0015 -0.5901 -0.1866

Calculated values
gap between HOMO and LUMO = 10.067 eV
ΔE to the lowest compared entry with this formula, charge and spin = 150.0 kJ/mol
charge = 0
2S+1 = 1
highest occupied orbital energy = -9.5 eV
electronic energy = -417.41639 Ha

***

This record from OMol25 describes 3 unconnected molecules or ions with the total composition C2H10N3 in a non-equilibrium geometry. The level of theory is wB97M-V/def2-TZVPD.

Each line ends with the Löwdin charge.
Geometry (Å):
C  -2.4155  0.4621  2.6094  0.09
C  0.2184  0.0160  0.6779  -0.14
N  1.3804  -0.1989  1.2378  0.18
N  -0.2705  -0.0318  -0.5029  0.13
N  1.2055  -0.2144  -2.8682  0.05
H  -3.2689  -0.1546  2.6031  -0.04
H  -2.6071  1.4803  2.1860  0.02
H  -1.5232  -0.0359  3.0673  0.00
H  2.1635  -0.2175  0.5811  0.14
H  1.3520  0.1443  2.1647  0.11
H  -1.2121  -0.1900  -0.7760  0.11
H  0.5033  0.1212  -1.4482  0.15
H  1.7898  0.4285  -3.4328  0.09
H  1.9801  -0.8174  -2.5914  0.06
H  0.7043  -0.7917  -3.5079  0.06

Cartesian forces, eV/Å:
C 0.9316 0.3925 -0.2290
C -2.2207 -1.0306 -0.1463
N -1.1213 0.5525 -2.0969
N 3.9914 0.8238 -1.6158
N 2.1531 0.6859 0.4735
H -0.9078 -0.7208 -0.0651
H 0.9777 -1.0070 0.7396
H -0.7678 1.3100 -0.4882
H 0.4508 -0.0522 0.9776
H 1.2380 0.2207 1.1019
H -0.9267 0.1567 0.4392
H -1.7267 -0.7732 0.9244
H -1.0861 0.1836 0.1755
H -0.2003 -0.4541 0.4374
H -0.7855 -0.2880 -0.6279

Calculated values
gap between HOMO and LUMO (alpha / beta) = 6.839 / 10.578 eV
ΔE to the lowest compared entry with this formula, charge and spin = 519.0 kJ/mol
charge = +1
2S+1 = 1
highest occupied orbital energy (alpha / beta) = -12.1 / -13.8 eV
electronic energy = -246.06096 Ha

***

This record from OMol25 describes 2 unconnected molecules or ions with the total composition C2H10N3OP in a non-equilibrium geometry. The level of theory is wB97M-V/def2-TZVPD.

Each line ends with the Löwdin charge.
Geometry (Å):
C  1.9392  0.9134  0.3404  -0.05
C  0.8311  -0.3932  -1.3208  0.01
N  -1.8058  0.3130  0.8024  -0.27
N  1.3579  -1.2145  0.8475  0.05
N  1.3040  -0.3094  -0.0813  -0.44
O  -2.9342  -1.2700  -0.9848  -0.40
P  -3.1807  0.1000  -0.0131  0.65
H  1.7720  1.7840  -0.2477  0.08
H  1.4703  1.1475  1.3001  0.10
H  2.9801  0.7869  0.5055  0.09
H  0.2442  -1.2696  -1.6028  0.08
H  0.8969  0.5049  -1.8213  0.04
H  -4.0554  -0.5306  1.0229  -0.05
H  -1.7160  -0.5042  1.4363  0.04
H  -0.9563  0.4596  0.1806  0.03
H  0.9555  -2.0935  0.4225  0.07
H  -3.4021  -1.0572  -1.7748  -0.02

Cartesian forces, eV/Å:
C -0.7200 0.9119 1.6737
C -0.2470 -1.1458 1.9705
N 2.5588 -1.2506 1.2051
N -0.6621 -1.1089 -0.5078
N 0.0375 -1.1814 -1.1800
O 0.3741 0.2043 1.4721
P -3.2487 -0.1229 -1.7979
H -0.2841 0.2293 -1.1142
H 0.2762 -0.0889 0.0674
H 0.8433 -0.4144 0.0355
H 0.3838 0.3965 -0.0001
H -0.0589 1.3774 -1.4941
H 1.2176 0.4932 -0.5505
H 0.9858 0.9558 -0.4119
H -1.4738 -0.3062 1.2184
H 0.4450 1.0599 0.5501
H -0.4275 -0.0093 -1.1363

Calculated values
gap between HOMO and LUMO = 8.934 eV
ΔE to the lowest compared entry with this formula, charge and spin = 443.7 kJ/mol
charge = 0
2S+1 = 1
highest occupied orbital energy = -8.2 eV
electronic energy = -662.96756 Ha

***

Question: What is the electronic energy in the second record?
Answer: -342.16004 Ha